The molecule C18H25Cl2NOS, computed with ωB97M-V/def2-TZVPD.

The geometry in ORCA input format:
```
! RIJCOSX wB97M-V def2-TZVPD def2/J DEFGRID3
* xyz 0 1
H -6.76385 -2.64585 0.01188
C 5.10046 0.48504 3.92521
C 4.79679 0.51744 -0.31374
H 3.72331 -1.36327 -0.08786
Cl -1.05320 -0.17649 1.17802
C -0.30495 -0.00941 -1.43984
H -5.08812 2.09274 -0.91858
H 1.60391 0.75932 1.22769
N 4.19869 -0.54587 1.75143
H -3.67607 0.32842 0.36926
C 1.98280 0.63432 -2.15469
H 3.58043 -1.81513 3.48264
H -2.37985 1.42444 -3.11004
C 3.55833 1.40631 -0.35756
C -4.32608 0.73837 -2.39525
H -4.68432 1.42770 -3.14231
H 5.61681 1.07236 0.18628
H 0.38136 -0.15397 -3.45688
H -4.60618 -1.79081 -0.91499
C 4.29070 -1.68424 2.65576
H -7.08656 -1.10731 0.79214
C 2.28245 0.93538 -0.81520
C 4.54774 -0.82794 0.35593
O 3.68202 2.58674 -0.07939
Cl 3.23080 0.74152 -3.37894
C -6.61676 -1.56753 -0.07190
C -2.81088 0.93578 -2.21499
C 1.30179 0.69904 0.19536
H 5.17243 -0.10367 4.89227
H -4.51242 -0.27347 -2.79951
H 4.15652 1.05358 3.86963
C 0.69187 0.11630 -2.45673
H -6.17596 0.91301 -1.40510
C -5.15498 1.03751 -1.13315
H 5.10851 0.37567 -1.35908
H 4.76488 -2.60421 2.33903
H 6.27116 -0.58831 2.41370
H -5.34225 0.59848 0.92224
H 5.89663 1.22535 3.89895
H -7.09759 -1.16016 -0.93661
C -4.77399 0.17702 0.08964
H -2.57137 1.60045 -1.36685
C 0.02273 0.22262 -0.12073
H 5.43665 -1.45116 0.24748
C 5.23867 -0.48958 2.76102
H -4.63595 -1.77588 0.81607
S -1.89561 -0.66955 -1.89331
C -5.08153 -1.30110 -0.05840
*
```

The value obtained for the HOMO energy is -8.940 eV. For the max |F|, the calculation gives 0.0681 hartree/bohr. The energy comes out at -2149.392950 a.u. The calculation puts the gap between HOMO and LUMO at 9.3 eV. As for the SMILES: CCCCCCSc1cc(Cl)c(C(=O)CCN2C[C@@H]2C)cc1Cl.

The net atomic charges from Mulliken, expressed in e, are:
1 H 0.389
2 C -1.445
3 C -0.561
4 H 0.463
5 Cl -0.210
6 C -0.121
7 H 0.371
8 H 0.521
9 N 0.053
10 H -0.208
11 C 0.599
12 H 0.261
13 H 0.467
14 C -0.425
15 C -0.686
16 H 0.384
17 H 0.323
18 H 0.496
19 H 0.199
20 C -0.664
21 H 0.303
22 C 0.439
23 C -1.072
24 O -0.578
25 Cl -0.217
26 C -1.292
27 C -0.697
28 C -0.442
29 H 0.315
30 H 0.332
31 H 0.305
32 C -0.569
33 H 0.403
34 C -0.993
35 H 0.482
36 H 0.301
37 H 0.413
38 H 0.416
39 H 0.353
40 H 0.319
41 C -0.023
42 H 0.411
43 C 0.218
44 H 0.507
45 C 0.160
46 H 0.355
47 S -0.147
48 C -0.211



A cluster of 2 separate species, C18H25Cl6NO5 in total, computed with ωB97M-V/def2-TZVPD.

The geometry in ORCA input format:
```
! RIJCOSX wB97M-V def2-TZVPD def2/J DEFGRID3
* xyz 0 1
C 3.14786 -0.67214 -5.98337
H 3.49704 0.24558 -2.20962
C 1.28770 2.89922 -0.00041
C -1.69763 -3.63765 0.05393
O 0.76853 3.17179 1.30731
C 2.32153 1.65647 -0.08434
N -4.56589 1.39546 0.15106
H -2.29146 -3.36116 0.99678
H -0.56565 0.87959 -0.03431
O 2.45963 -1.60953 -1.73969
H 1.73790 1.54387 3.03824
Cl 4.24606 -0.86877 -4.60053
H -0.03119 -0.32713 6.09395
C -3.63660 2.15186 1.05157
H -1.60690 0.58547 1.44812
Cl 0.08217 2.42701 5.24387
H 3.25558 2.01851 -0.67134
O 1.79041 0.55584 -0.89979
H -0.69490 -1.56323 -0.05645
Cl 0.86775 -0.59387 2.00454
H 0.69134 -4.38273 -3.44160
H 2.71520 1.31306 0.93088
H 0.49160 2.86573 -0.84100
C 0.59001 -0.28947 5.11706
Cl 1.88724 -1.92117 -5.92052
C -0.73707 -2.58651 -0.56113
H -2.43496 2.06734 -0.87496
C 1.15939 -1.64020 -2.31008
C -1.77760 -5.02205 -0.63287
H -0.97560 -6.27316 -2.46464
H 3.60334 -0.38926 -0.49353
H 1.93096 3.82275 -0.27730
C -0.07490 2.15316 1.85560
H -4.05358 3.19982 1.26770
H -2.47328 -5.80157 -0.16183
H -4.37972 0.39382 0.34081
O -1.93315 3.75799 0.25826
H -0.76463 2.69043 2.61748
C 0.72092 1.05877 2.78033
H -2.69822 4.29282 -0.04640
C -2.23025 2.33863 0.23171
H 0.50519 -1.32887 4.65580
C 0.06061 -4.20299 -2.50860
H -3.41117 1.63767 2.04904
C 2.86937 -0.27063 -1.38385
C -1.06389 1.41002 0.84264
C -0.03064 0.88382 4.21410
H 1.66329 -0.03171 5.45944
O 0.71995 -0.88307 -3.19986
H -1.12946 0.58593 4.00969
C -0.91851 -5.26792 -1.90542
Cl 2.39406 0.93470 -5.91816
Cl 4.06743 -0.83435 -7.49539
H -5.52026 1.62806 0.49300
C 0.16506 -2.80607 -1.79594
*
```

The value obtained for the HOMO energy is -9.023 eV. For the max |F|, the calculation gives 0.0894 hartree/bohr. The energy comes out at -3892.697214 a.u. The calculation puts the gap between HOMO and LUMO at 9.3 eV. As for the SMILES: C[C@@H](Cl)[C@@H](Cl)[C@H](C[C@H](O)CN)OCCOCOC(=O)c1ccccc1.ClC(Cl)(Cl)Cl.

The net atomic charges from Mulliken, expressed in e, are:
1 C 0.360
2 H 0.213
3 C -0.405
4 C -0.514
5 O -0.472
6 C -0.653
7 N -0.629
8 H 0.328
9 H -0.095
10 O -0.333
11 H 0.492
12 Cl -0.100
13 H 0.366
14 C -0.528
15 H 0.455
16 Cl -0.179
17 H 0.424
18 O -0.097
19 H 0.092
20 Cl -0.130
21 H 0.310
22 H 0.331
23 H 0.172
24 C -1.160
25 Cl -0.088
26 C 0.103
27 H 0.218
28 C 0.761
29 C -0.388
30 H 0.288
31 H 0.280
32 H 0.405
33 C 0.327
34 H 0.380
35 H 0.304
36 H 0.241
37 O -0.544
38 H 0.266
39 C -0.579
40 H 0.371
41 C -0.149
42 H 0.298
43 C -0.397
44 H 0.209
45 C -0.249
46 C -0.262
47 C 0.094
48 H 0.281
49 O -0.475
50 H 0.273
51 C -0.382
52 Cl -0.097
53 Cl -0.109
54 H 0.247
55 C 0.121



A structure of composition C18H25ClN2O2, computed with ωB97M-V/def2-TZVPD.

The geometry in ORCA input format:
```
! RIJCOSX wB97M-V def2-TZVPD def2/J DEFGRID3
* xyz 0 1
C 6.35421 0.14307 -0.96949
H -4.76459 -1.80491 -2.17391
H -3.12206 -2.46546 -0.02445
C 4.08008 -0.49389 0.63797
H -3.61540 -3.07055 -2.26539
C -2.40118 -0.65567 -1.08659
H 3.07349 -0.94020 1.33862
C 6.27518 -1.28016 -0.22544
O -4.59444 -1.02922 0.24006
C -0.73760 0.67386 -0.56423
H -4.47352 0.80548 3.19107
H 1.49488 0.95443 -2.00549
N 1.99576 1.63033 -0.15026
C -4.31364 -2.41704 -1.56041
C -4.90166 0.17255 2.18027
C 3.14427 1.68292 0.31496
Cl 4.85265 -3.23167 1.20606
H -1.95203 -1.30595 -1.67967
H 5.54035 1.97181 -0.91487
H 0.66318 3.06857 -0.91575
H 0.68297 -0.79802 0.31018
H -3.14947 -0.13075 -1.63173
H -3.33610 1.42276 0.40801
C 5.04484 -1.78923 0.48263
C -3.41974 -1.77098 -0.52573
C 0.39712 -0.27061 -0.57770
H -1.14518 1.26840 -1.14236
N -1.78959 -0.15958 0.01814
C 4.20651 0.73277 0.19772
H 7.22739 0.19207 -1.39324
H -5.46897 0.93803 1.64655
H 6.96378 -1.94425 -0.40046
C -2.78574 0.35862 0.75176
H -4.93597 -3.16863 -1.23581
H -1.02062 2.70012 0.75965
H 0.24509 -1.16214 -1.38580
H 2.40900 0.02081 -1.28258
C 1.77727 0.65994 -1.27545
C 5.31367 0.98367 -0.37340
H -3.24646 -1.44215 1.87336
H 0.02064 1.30963 1.32933
H 1.31110 3.26090 0.98669
C -3.91526 -0.62284 1.58288
H -2.35860 0.87526 1.81922
O 3.30730 2.69153 1.33581
C 0.92535 2.38096 -0.02401
C -0.30413 1.70179 0.55430
H -5.55411 -0.64637 2.61896
*
```

The value obtained for the HOMO energy is -8.565 eV. For the max |F|, the calculation gives 0.3877 hartree/bohr. The energy comes out at -1420.310916 a.u. The calculation puts the gap between HOMO and LUMO at 8.7 eV. The relative energy (zero: lowest compared OMol25 entry of this formula, charge and spin) comes out at 22.844 eV.

The net atomic charges from Mulliken, expressed in e, are:
1 C -0.958
2 H 0.522
3 H 0.984
4 C 0.344
5 H 0.361
6 C -0.929
7 H 0.104
8 C -0.534
9 O -0.481
10 C -0.835
11 H 0.287
12 H 1.087
13 N 0.353
14 C -2.017
15 C -1.381
16 C 0.334
17 Cl -0.177
18 H 0.432
19 H 0.224
20 H 0.217
21 H 0.305
22 H 0.394
23 H 0.232
24 C 0.033
25 C -0.238
26 C -0.411
27 H 1.038
28 N 0.594
29 C 0.165
30 H 0.496
31 H 0.351
32 H 0.550
33 C -0.860
34 H 0.483
35 H 0.295
36 H 0.300
37 H 1.049
38 C -2.576
39 C 0.108
40 H 0.345
41 H 0.771
42 H 0.358
43 C 0.358
44 H 0.215
45 O -0.760
46 C -0.896
47 C -0.984
48 H 0.345



A structure of composition C18H25HgN5O4S2, computed with ωB97M-V/def2-TZVPD.

The geometry in ORCA input format:
```
! RIJCOSX wB97M-V def2-TZVPD def2/J DEFGRID3
* xyz -1 2
N 3.74440 -0.11300 -0.62540
H 6.91570 0.08010 -1.56790
H -3.49570 -1.69060 1.31580
H 6.87830 0.39850 2.30910
H 4.47300 -1.96800 -2.37900
Hg -0.78170 0.91130 0.17270
H -3.64820 -3.86190 2.49640
C -2.56520 -2.22130 1.55320
H -0.70030 -5.33480 -3.32180
H 0.11150 -5.19770 -1.74250
O -3.36440 3.95240 -1.54930
S -2.53880 2.99310 -0.84360
C -2.01370 -4.91680 -1.65600
C 3.17910 -0.03860 0.65370
C -2.83050 -3.70980 1.78910
H 7.25500 1.24280 0.80120
C 3.09390 -0.42170 -1.82820
H 7.47920 -0.50660 0.91120
C 1.27000 -0.04130 -3.34900
C -0.40220 -3.30440 -2.59510
H -2.20740 -5.96770 -1.41140
H -2.13930 -1.75520 2.44860
H 0.35740 0.48980 -3.57620
C -0.67790 -4.78810 -2.37570
H 1.54030 1.03110 -1.52320
H 0.57900 -3.15080 -3.04770
H -1.92730 -4.17140 2.19250
C 1.93460 0.26420 -2.17440
H 4.24440 0.28550 2.58910
H -3.31940 -5.42060 0.53550
C -1.40660 -2.89870 -0.40060
C 1.78250 -1.00300 -4.20350
H -2.82660 -4.57610 -2.31780
N -1.63820 -2.00070 0.47420
C -3.13890 -4.34380 0.43880
N -0.39560 -2.66970 -1.29940
C 2.94890 -1.67720 -3.86920
H 5.45200 0.30390 -2.54240
C 5.91430 0.50780 -1.58130
O -3.29980 2.05540 -0.01970
H 3.34380 -2.42920 -4.53860
H -1.16550 -2.87450 -3.26160
C 5.44200 0.13590 0.78650
O 1.99790 -0.16120 0.90550
N 5.13920 -0.11000 -0.53330
H -0.10210 -1.69890 -1.27330
N -1.99260 -4.16140 -0.42520
C 6.84990 0.32520 1.22500
H -4.04170 -3.88410 0.00810
C 3.59730 -1.40620 -2.67810
O -1.40770 3.60430 -0.14020
H 5.98010 1.59350 -1.45010
C 4.31410 0.15050 1.53010
S -1.65180 1.79350 -2.28740
H 1.27790 -1.23450 -5.13030
*
```

The value obtained for the HOMO energy (spin up / spin down) is -3.592 / -4.172 eV. For the max |F|, the calculation gives 0.0189 hartree/bohr. The energy comes out at -2225.483034 a.u. The expectation value of S² is 0.762. The calculation puts the gap between HOMO and LUMO (spin up / spin down) at 5.8 / 6.3 eV.

The net atomic charges from Mulliken, expressed in e, are:
1 N 0.349
2 H 0.354
3 H 0.340
4 H 0.351
5 H 0.517
6 Hg 0.514
7 H 0.379
8 C -0.788
9 H 0.411
10 H 0.309
11 O -0.666
12 S 1.001
13 C -0.706
14 C 0.454
15 C -0.665
16 H 0.301
17 C 0.014
18 H 0.320
19 C -0.582
20 C -0.291
21 H 0.361
22 H 0.331
23 H 0.154
24 C -0.682
25 H 0.719
26 H 0.108
27 H 0.281
28 C -0.459
29 H 0.406
30 H 0.372
31 C 0.068
32 C -0.660
33 H 0.310
34 N -0.235
35 C -0.640
36 N 0.092
37 C -0.552
38 H 0.480
39 C -1.186
40 O -0.614
41 H 0.377
42 H 0.262
43 C 0.909
44 O -0.517
45 N -0.048
46 H -0.108
47 N 0.146
48 C -1.396
49 H 0.301
50 C 0.098
51 O -0.615
52 H 0.331
53 C -1.240
54 S -0.485
55 H 0.415



The ion C18H25N2O2 with charge +1, computed with ωB97M-V/def2-TZVPD.

The geometry in ORCA input format:
```
! RIJCOSX wB97M-V def2-TZVPD def2/J DEFGRID3
* xyz 1 1
C -3.42265 -2.12200 -0.16205
H 2.79612 1.75103 -3.46269
C -2.49203 -0.41217 1.24757
C 1.11241 0.34914 1.71250
C -0.84342 1.91006 1.46801
C -0.14893 0.91314 3.67124
C 1.72636 -0.57312 3.84117
O -1.15179 1.34408 0.19948
H 3.10841 1.33991 -0.90362
H 2.37335 -1.19743 4.43731
H -1.96060 1.22203 -2.56016
H 0.47646 -0.32987 -1.81998
H 2.75864 -0.98203 2.01391
H -2.36331 -0.00073 2.23415
H 0.83081 0.49352 -3.97455
C 0.68386 0.11630 4.43673
H -0.02122 1.15663 -1.21744
C 3.37204 -0.35095 -1.97273
H 1.97354 2.67260 -2.19673
H 1.29594 0.45120 0.65142
H 4.12118 -0.09655 -2.73553
H -1.76229 2.15665 2.00956
N -0.02746 0.56686 -2.06962
H -0.96099 1.44953 4.14061
C 2.09080 1.67511 -2.62444
C -2.07680 -0.37254 -1.12802
H 3.90037 -0.70201 -1.08314
H 0.51630 0.03156 5.49905
H 3.11235 -2.40301 -2.58447
H -0.33422 2.84840 1.22090
H -3.69914 -2.01714 1.95630
H -2.96258 -1.95840 -2.24275
H -1.53460 -0.37951 -3.20164
H 2.11890 -1.26992 -3.50572
C 1.93866 -0.45391 2.47862
C -2.83178 -1.52661 -1.26247
C 0.72183 1.21009 -3.15917
H 0.16500 2.07039 -3.53557
O 1.36312 -1.72588 -1.69899
C -3.24761 -1.56167 1.08935
H -4.01128 -3.01661 -0.28248
C -1.90851 0.19424 0.14497
H 1.64917 -2.00862 -0.82186
N 2.56720 0.79553 -1.56418
C 0.05859 1.03492 2.30380
C 2.50466 -1.49633 -2.51083
C -1.45298 0.27859 -2.33519
*
```

The value obtained for the HOMO energy is -11.740 eV. For the max |F|, the calculation gives 0.0116 hartree/bohr. The energy comes out at -960.666925 a.u. The calculation puts the gap between HOMO and LUMO at 9.5 eV. The relative energy (zero: lowest compared OMol25 entry of this formula, charge and spin) comes out at 0.026 eV. As for the SMILES: OCCNCC[NH2+]Cc1ccccc1OCc1ccccc1.

The net atomic charges from Mulliken, expressed in e, are:
1 C -0.779
2 H 0.348
3 C -0.722
4 C 0.590
5 C -1.177
6 C -0.403
7 C -0.508
8 O -0.413
9 H 0.269
10 H 0.412
11 H 0.443
12 H 0.279
13 H 0.388
14 H 0.379
15 H 0.415
16 C -0.704
17 H 0.388
18 C -0.802
19 H 0.459
20 H 0.237
21 H 0.375
22 H 0.443
23 N 0.159
24 H 0.437
25 C -0.823
26 C 0.660
27 H 0.404
28 H 0.391
29 H 0.407
30 H 0.408
31 H 0.423
32 H 0.394
33 H 0.434
34 H 0.264
35 C -0.787
36 C -0.810
37 C -0.663
38 H 0.430
39 O -0.567
40 C -0.784
41 H 0.418
42 C 1.170
43 H 0.299
44 N -0.163
45 C 0.303
46 C -0.481
47 C -0.839